# 1
19
Properties=species:S:1:pos:R:3 method="wB97M-V/def2-TZVPD" smiles=N[C@@H](C[O-])CCC[O-] total_charge=-2 total_energy_ev=-10945.0692
C 2.425 -0.252 -0.169
O 3.268 -1.305 -0.104
C 0.932 -0.617 0.257
C -0.144 0.305 -0.294
C -1.254 0.763 0.628
C -2.596 1.158 -0.085
O -3.466 1.818 0.703
N 0.645 -2.019 0.008
H 2.686 0.592 0.529
H 2.368 0.205 -1.200
H 1.048 -0.488 1.343
H 0.389 1.183 -0.698
H -0.585 -0.171 -1.184
H -1.519 -0.092 1.263
H -1.056 1.629 1.265
H -2.986 0.203 -0.537
H -2.259 1.777 -0.975
H 1.478 -2.552 0.260
H 0.626 -2.136 -1.008

---

# 2
19
Properties=species:S:1:pos:R:3 method="wB97M-V/def2-TZVPD" smiles=NC[C@H]1O[C@@H]1CCO total_energy_ev=-10944.9340
C 2.050 -1.320 -0.067
C 0.940 -0.498 0.668
C -0.279 -0.118 -0.017
C -1.746 0.068 0.469
C -2.227 1.518 0.057
H 2.464 -0.203 -1.746
H 2.470 -1.790 -2.178
H 1.721 -2.281 0.168
H 3.068 -1.241 0.524
H 0.869 -0.907 1.718
H -0.102 -0.393 -0.985
H -2.436 -0.766 0.212
H -1.539 0.162 1.510
H -2.391 1.719 -1.086
H -3.235 1.532 0.449
H -0.676 2.279 0.546
N 1.881 -1.125 -1.469
O 0.726 0.969 0.379
O -1.557 2.396 0.849

---

# 3
19
Properties=species:S:1:pos:R:3 method="wB97M-V/def2-TZVPD" total_energy_ev=-10944.5299
C 0.512 0.517 1.515
C -0.881 0.252 2.013
C 1.452 -0.650 1.519
O 1.046 1.742 1.639
O 0.456 1.513 0.348
H -0.831 -0.216 2.994
H 2.443 -0.358 1.160
H 1.521 -1.079 2.510
H -1.438 1.182 2.068
H -1.377 -0.425 1.318
H 1.050 -1.402 0.836
C -0.641 0.468 -2.795
C 0.018 -0.460 -1.828
N -0.521 -1.380 -1.155
H -1.447 -1.646 -1.501
H 1.025 -0.196 -1.546
H -0.029 0.566 -3.697
H -1.646 0.113 -3.070
H -0.710 1.460 -2.327

---

# 4
19
Properties=species:S:1:pos:R:3 method="wB97M-V/def2-TZVPD" smiles="CC(=O)[C@H](C)O.C=N" total_energy_ev=-10946.3706
C 0.359 1.069 -0.256
C 1.552 1.663 0.504
C 1.158 -1.399 -0.097
C 0.098 -0.367 0.213
O -0.804 1.849 -0.080
O -0.606 -0.503 1.256
H -1.200 1.578 0.762
H 0.575 1.070 -1.329
H 2.473 1.126 0.279
H 1.679 2.703 0.211
H 1.370 1.617 1.578
H 1.578 -1.256 -1.092
H 0.735 -2.399 -0.003
H 1.964 -1.313 0.635
C -2.292 -1.160 -0.925
N -2.779 -1.278 0.191
H -1.967 -0.948 0.937
H -2.770 -1.282 -1.888
H -1.124 -0.771 -0.895

---

# 5
19
Properties=species:S:1:pos:R:3 method="wB97M-V/def2-TZVPD" smiles=NO[C@@H]1CCCCO1 total_energy_ev=-10945.8129
C 0.777 -0.410 0.230
C -0.216 -1.428 -0.289
C -1.665 -0.834 -0.163
C -1.517 0.550 0.470
C -0.590 1.472 -0.276
H 2.704 1.085 -0.434
H 3.910 0.146 0.034
H 0.626 -0.305 1.343
H 0.032 -1.617 -1.308
H -0.096 -2.362 0.286
H -2.088 -0.882 -1.127
H -2.349 -1.300 0.528
H -2.513 1.002 0.568
H -1.275 0.373 1.487
H -0.982 1.660 -1.292
H -0.448 2.378 0.269
N 2.925 0.348 0.212
O 2.107 -0.743 -0.070
O 0.657 0.867 -0.468

---

# 6
19
Properties=species:S:1:pos:R:3 method="wB97M-V/def2-TZVPD" total_energy_ev=-10938.1838
C -1.911 1.562 -0.226
C -1.416 -1.378 0.235
C 0.954 -0.583 0.254
C 1.542 -0.781 -1.088
C 1.544 0.567 0.967
H -1.780 2.217 -0.962
H -2.867 1.141 -0.019
H -1.776 2.109 0.814
H -1.042 -2.466 0.437
H 1.027 -1.501 0.788
H 0.701 -1.498 -1.374
H 1.295 0.215 -1.712
H 2.600 -1.406 -1.216
H 2.825 1.010 0.018
H 2.000 0.310 2.442
H 0.322 1.544 1.007
N -0.456 -0.444 0.096
O -0.866 0.746 -0.647
O -2.696 -1.364 0.184

---

# 7
19
Properties=species:S:1:pos:R:3 method="wB97M-V/def2-TZVPD" smiles=CN(C)[C@@]1(C)O[C@@H]1O total_energy_ev=-10946.8326
C -1.167 -1.007 0.354
C 1.665 -0.834 -0.845
C 1.416 0.652 1.050
C -1.252 1.439 -0.470
N 0.933 0.284 -0.269
C -0.493 0.137 -0.309
O -2.449 -0.893 0.840
O -0.993 -0.961 -1.025
H -3.057 -1.277 0.203
H -0.574 -1.752 0.883
H 1.668 -0.729 -1.952
H 2.399 1.171 0.936
H 2.698 -0.785 -0.499
H 1.277 -1.783 -0.583
H 1.532 -0.258 1.720
H 0.703 1.343 1.512
H -0.615 2.261 -0.199
H -2.143 1.438 0.156
H -1.550 1.556 -1.502

---

# 8
19
Properties=species:S:1:pos:R:3 method="wB97M-V/def2-TZVPD" total_energy_ev=-10941.1091
C 0.580 0.783 -0.877
C 0.247 -0.246 0.214
C -0.919 0.327 1.070
C -1.836 1.426 0.602
O -1.455 2.569 0.570
N 1.251 -0.692 1.059
C 2.103 -1.617 0.388
O -1.947 -0.072 -1.300
H -0.342 1.052 -1.387
H 1.371 0.478 -1.581
H 1.134 1.600 -0.379
H -0.264 -1.096 -0.332
H -1.523 -0.514 1.385
H -0.355 0.812 1.874
H -2.773 1.093 0.133
H 1.598 -2.538 0.086
H 2.623 -1.138 -0.463
H 2.982 -1.895 0.998
H -2.476 -0.333 -2.059

---

# 9
19
Properties=species:S:1:pos:R:3 method="wB97M-V/def2-TZVPD" smiles="CNC(=O)C[C@@H](C)O" total_energy_ev=-10948.6668
C 0.082 0.404 0.007
C 0.225 0.294 -1.515
C -0.538 1.406 -2.275
O 1.574 0.381 -1.928
C 0.813 -0.714 0.718
N 0.263 -1.261 1.832
C -0.967 -0.917 2.516
O 1.941 -1.057 0.383
H 0.544 1.355 0.265
H -0.974 0.458 0.229
H -0.189 -0.657 -1.873
H 0.249 2.119 -2.556
H -0.947 0.985 -3.184
H -1.231 1.978 -1.651
H 2.084 -0.257 -1.407
H 0.867 -1.921 2.296
H -0.763 -0.819 3.571
H -1.668 -1.759 2.496
H -1.364 -0.018 2.076

---

# 10
19
Properties=species:S:1:pos:R:3 method="wB97M-V/def2-TZVPD" smiles="C[C@H](CO)N(C)C=O" total_energy_ev=-10948.1768
C -1.664 0.938 0.031
N -0.332 0.859 0.347
C 0.376 2.125 0.233
C 0.089 -0.849 -1.450
C 0.426 -0.337 -0.047
C 0.148 -1.424 0.995
O 0.957 -2.569 0.789
O -2.275 1.982 -0.019
H -2.113 -0.054 -0.096
H 0.047 2.881 0.943
H 0.187 2.605 -0.737
H 1.438 1.972 0.396
H 0.747 -1.668 -1.722
H 0.207 -0.047 -2.191
H -0.952 -1.154 -1.490
H 1.476 -0.074 0.010
H 0.282 -0.999 1.991
H -0.879 -1.764 0.858
H 1.835 -2.421 1.158

---

# 11
19
Properties=species:S:1:pos:R:3 method="wB97M-V/def2-TZVPD" total_energy_ev=-10940.2798
C -0.371 -1.101 -1.012
N 0.862 -0.255 -1.054
C 0.883 0.448 0.094
C 0.028 1.423 0.647
O -1.734 0.233 1.277
C 2.148 0.063 0.920
O 2.863 -0.755 0.196
C -1.585 -0.234 -1.375
H -0.240 -1.934 -1.698
H -0.492 -1.429 0.002
H 1.822 -0.723 -0.926
H 2.596 1.040 1.188
H 0.497 2.091 1.359
H -1.065 1.163 0.720
H -2.339 0.406 2.034
H 1.750 -0.362 1.866
H -1.856 -0.216 -2.424
H -2.446 -0.584 -0.822
H -1.320 0.726 -0.994

---

# 12
19
Properties=species:S:1:pos:R:3 method="wB97M-V/def2-TZVPD" total_energy_ev=-10941.5346
O -2.464 -0.919 1.348
C -2.522 0.076 0.658
C -1.869 0.326 -0.602
C -0.956 -0.672 -1.122
C 0.432 -0.172 -1.192
C 0.913 0.806 -0.325
N 2.160 1.179 -0.157
H -3.312 0.807 0.921
H 0.316 -0.390 2.153
H -2.296 1.136 -1.176
H -1.245 -0.877 -2.164
H -1.116 -1.618 -0.593
H 0.985 -0.355 -2.112
H 0.111 1.436 0.116
H 2.801 -0.086 0.633
H 2.523 1.403 -1.092
H -0.233 0.112 2.117
H 2.612 -1.490 1.274
O 3.161 -0.701 1.316

---

# 13
19
Properties=species:S:1:pos:R:3 method="wB97M-V/def2-TZVPD" smiles=NCC[C@H]1CC1(O)O total_energy_ev=-10946.5423
C 0.132 -1.038 -0.824
C 1.085 -0.420 0.158
C -0.216 1.799 0.074
C 0.661 0.745 0.990
C 0.603 -1.770 0.575
N -1.652 1.679 0.266
O -1.245 -0.817 -0.918
O 0.694 -1.532 -2.010
H -1.740 -1.647 -1.009
H 0.550 -0.912 -2.744
H 2.111 -0.333 -0.186
H -1.957 0.785 -0.130
H -1.875 1.624 1.257
H 0.037 1.795 -0.990
H 0.083 2.780 0.455
H 1.554 1.279 1.335
H 0.082 0.459 1.874
H -0.188 -1.864 1.310
H 1.282 -2.611 0.514

---

# 14
19
Properties=species:S:1:pos:R:3 method="wB97M-V/def2-TZVPD" smiles="C[C@H](CO)N(C)C=O" total_energy_ev=-10947.0209
C 0.074 0.402 -1.969
N -0.112 -0.464 -0.901
C 0.676 -1.717 -1.068
C -1.674 0.914 0.604
C -0.439 -0.079 0.487
C 0.778 0.582 1.069
O 0.854 0.772 2.531
O 0.842 0.257 -2.944
H -0.566 1.271 -1.865
H 1.513 -1.563 -0.394
H 1.088 -1.771 -2.056
H 0.161 -2.657 -0.994
H -1.796 1.007 1.663
H -2.642 0.527 0.130
H -1.406 2.025 0.266
H -0.661 -1.158 0.901
H 1.668 -0.006 0.751
H 0.746 1.683 0.678
H 0.896 -0.023 3.110

---

The lowest unoccupied orbital energy results, record by record, are as follows: 6.9815; 0.8824; 1.0227; 0.3288; 1.0592; 0.1444; 0.9152; -3.8760; 0.7593; 0.6595; -3.1875; -3.1660; 0.7257; 0.6731 eV.
The energy relative to the best compared isomer or geometry (same formula, charge and spin) results, record by record, are as follows: 0.1733; 4.3330; 4.7371; 2.8964; 3.4540; 11.0831; 2.4344; 8.1579; 0.6001; 1.0901; 8.9871; 7.7324; 2.7247; 2.2461 eV.